Record 1
A cluster of 2 separate species, C5H8O in total. Source: the OMol25 dataset; level of theory: ωB97M-V/def2-TZVPD.

The geometry in ORCA input format:
```
! RIJCOSX wB97M-V def2-TZVPD def2/J DEFGRID3
* xyz 0 1
C 0.43078 -1.21713 -1.78522
C 0.56773 0.79510 0.14032
C -0.89946 1.17305 0.20586
C -0.48069 0.85505 1.59969
O -0.53582 -0.53512 1.79778
C 0.68514 -0.12115 1.19411
H -0.28431 -1.65408 -1.07921
H 1.28889 -1.87944 -1.90495
H -0.05471 -1.01826 -2.74026
H 0.80664 -0.27531 -1.40155
H -1.72838 0.53540 -0.11732
H -1.01353 2.21090 -0.08958
H -0.39037 1.49755 2.47005
H 1.60808 -0.36655 1.71028
*
```

Output
LUMO energy (eV): 1.0412
Largest force on an atom (eV/Å): 0.81
Kohn-Sham gap (eV): 9.7
E_HOMO (eV): -8.63
Relative energy (zero: lowest compared OMol25 entry of this formula, charge and spin) (kJ/mol): 533.9



Record 2
A structure of composition C14H18F7N2O8S2Si. Source: the OMol25 dataset; level of theory: ωB97M-V/def2-TZVPD.

The geometry in ORCA input format:
```
! RIJCOSX wB97M-V def2-TZVPD def2/J DEFGRID3
* xyz -1 1
C -2.47990 -0.38649 -2.67048
C -1.12614 -0.26983 -1.99395
O -1.06292 -1.28383 -0.98498
C 0.25318 -1.62709 -0.62508
C 0.20701 -2.30429 0.73499
O 1.43712 -2.12510 1.43468
C 2.26468 -3.26816 1.55245
Si 3.19330 -2.99906 3.16471
F 4.49029 -3.94995 3.17847
C 3.71770 -1.19626 3.26314
C 4.41685 -0.75895 2.00870
O 3.99240 0.02019 1.20737
O 5.65388 -1.35807 1.86404
C 2.08165 -3.41516 4.59807
C 2.09646 -4.67917 5.19141
C 1.25551 -4.93910 6.26926
N 0.41445 -4.04857 6.78494
C 0.38140 -2.84822 6.21184
C 1.18631 -2.48677 5.13677
H -2.54862 0.23204 -3.56316
H -2.62225 -1.43974 -2.91567
H -3.24789 -0.07812 -1.96034
H -0.99438 0.70487 -1.52196
H -0.32068 -0.43600 -2.71846
H 0.68289 -2.28519 -1.39323
H 0.89749 -0.74323 -0.54409
H -0.58124 -1.82092 1.31496
H -0.02787 -3.36862 0.65739
H 1.67562 -4.18908 1.62481
H 2.96812 -3.35493 0.71257
H 2.82471 -0.58464 3.38413
H 4.39384 -1.06323 4.11102
H 5.69020 -1.76395 0.98896
H 2.75878 -5.45938 4.83452
H 1.27751 -5.91580 6.73991
H -0.31064 -2.12350 6.62538
H 1.10477 -1.48725 4.72730
C -1.38622 4.00943 -3.08479
F -1.08835 2.91669 -2.36863
F -1.23697 5.07486 -2.29544
F -0.49651 4.09962 -4.07753
S -3.10664 3.86526 -3.72635
O -3.93196 3.81143 -2.55202
O -3.08394 2.69556 -4.56279
N -3.10754 5.24333 -4.49256
S -4.37470 5.73179 -5.30311
O -5.49939 6.11592 -4.49744
O -4.64165 5.00016 -6.50949
C -3.64061 7.32422 -5.87371
F -2.55130 7.12677 -6.62065
F -3.30585 8.11040 -4.84750
F -4.54191 7.97509 -6.61835
*
```

Output
LUMO energy (eV): 1.5815
Largest force on an atom (eV/Å): 0.72
Kohn-Sham gap (eV): 8.0
E_HOMO (eV): -6.45



Record 3
A cluster of 13 separate species, C39H76B2F26N5O17 in total in a non-equilibrium geometry. Source: the OMol25 dataset; level of theory: ωB97M-V/def2-TZVPD.

The geometry in ORCA input format:
```
! RIJCOSX wB97M-V def2-TZVPD def2/J DEFGRID3
* xyz -3 1
C 7.32399 -18.14698 -16.08861
C 7.79933 -19.04257 -14.97772
O 7.70918 -18.68772 -13.83388
N 8.12815 -20.51078 -15.30856
H 8.77040 -20.55088 -16.08702
H 8.61627 -21.01854 -14.58466
C 6.89003 -21.31724 -15.73830
H 7.93387 -18.23147 -16.98805
H 7.31875 -17.08334 -15.85042
H 6.27557 -18.40654 -16.23532
H 6.30351 -20.87413 -16.54314
H 6.30884 -21.45832 -14.82702
H 7.41030 -22.22972 -16.02951
C 1.07592 -19.97572 -17.72116
C -0.29335 -20.03592 -18.45330
O -0.42367 -19.47229 -19.52250
N -1.51141 -20.66735 -17.75794
H -1.61264 -21.57942 -18.17983
H -1.36750 -20.79476 -16.76639
C -2.81562 -19.86230 -18.01956
H 0.84529 -19.32468 -16.87792
H 1.84093 -19.51260 -18.34434
H 1.31084 -20.97959 -17.36739
H -3.01549 -19.91506 -19.08978
H -2.73222 -18.83241 -17.67245
H -3.54742 -20.44003 -17.45494
C 9.32564 -27.86900 -15.92509
C 8.67796 -26.80364 -15.06430
O 8.71135 -25.60300 -15.39626
N 7.74396 -27.30529 -13.93174
H 7.60102 -28.30301 -13.99670
H 8.09713 -27.08474 -13.01156
C 6.35475 -26.76111 -14.13179
H 8.63391 -28.32146 -16.63566
H 9.79849 -28.61521 -15.28659
H 10.11349 -27.39442 -16.51002
H 5.63383 -27.33684 -13.55134
H 6.07975 -26.91571 -15.17512
H 6.40744 -25.70320 -13.87456
C 0.78898 -26.85852 -16.32949
C -0.59630 -26.35445 -16.25923
O -1.56309 -26.98452 -16.75991
N -0.80323 -24.85488 -15.93760
H 0.02247 -24.31406 -15.72354
H -1.33258 -24.40069 -16.66807
C -1.53029 -24.67017 -14.64802
H 1.15085 -26.48717 -17.28827
H 0.85167 -27.94671 -16.32357
H 1.46334 -26.42962 -15.58829
H -2.61211 -24.71585 -14.77327
H -1.22841 -23.66260 -14.36206
H -1.18140 -25.29744 -13.82771
C 0.79128 -20.40607 -11.60393
C 1.24299 -21.83761 -11.89303
O 0.74382 -22.81705 -11.35504
N 2.39967 -21.92089 -12.84557
H 2.15367 -22.50414 -13.63260
H 2.56049 -20.98709 -13.19522
C 3.69986 -22.52511 -12.26169
H 1.59635 -19.78489 -11.21137
H 0.05143 -20.58872 -10.82459
H 0.38250 -19.81626 -12.42436
H 4.57085 -22.59299 -12.91349
H 3.52071 -23.57942 -12.05084
H 3.84266 -22.20203 -11.23051
C 4.75403 -17.88649 -19.87006
O 3.66103 -18.84998 -20.12594
O 5.14587 -17.25751 -21.05508
C 4.53933 -16.92215 -18.58015
F 3.76623 -17.69170 -17.68215
F 5.73868 -16.57740 -18.03693
F 3.89258 -15.81044 -18.89468
C 4.02692 -20.01656 -20.83482
C 2.75970 -20.73173 -21.31726
H 1.95769 -20.58124 -20.59460
H 2.42832 -20.28340 -22.25390
H 2.79644 -21.82110 -21.31406
H 4.76150 -20.62415 -20.30627
H 4.60161 -19.86499 -21.74852
H 5.64698 -18.47880 -19.67030
C 1.95363 -26.82520 -24.07849
O 2.94572 -26.18961 -23.32424
O 2.50550 -27.98541 -24.60799
C 0.62849 -27.01795 -23.17587
F 0.28203 -25.84684 -22.55094
F -0.47299 -27.44171 -23.94023
F 0.85055 -27.91399 -22.20138
C 3.03288 -24.74030 -23.17488
C 4.18264 -24.65938 -22.09661
H 3.91498 -25.26219 -21.22880
H 5.19501 -24.98125 -22.34075
H 4.22856 -23.62517 -21.75544
H 2.13485 -24.23556 -22.81869
H 3.35903 -24.05466 -23.95695
H 1.60285 -26.15816 -24.86596
C 2.75954 -23.75680 -16.09379
O 2.08565 -24.24951 -17.28567
O 1.76376 -23.73373 -15.05473
C 4.28007 -24.26841 -15.90239
F 4.43551 -25.56680 -15.88078
F 5.13864 -23.88448 -16.82231
F 4.76530 -23.82209 -14.75399
C 2.55555 -23.76898 -18.55023
C 1.67145 -24.60466 -19.47848
H 0.61639 -24.42304 -19.27366
H 1.90815 -24.45946 -20.53252
H 1.88157 -25.64798 -19.24302
H 3.60478 -23.98223 -18.75453
H 2.34244 -22.75455 -18.88732
H 2.93158 -22.69094 -16.24357
C 6.34477 -30.74845 -13.95011
O 5.57466 -29.67938 -14.41977
O 7.64949 -30.30346 -14.37053
C 6.08862 -31.14694 -12.40294
F 4.92342 -31.81090 -12.23574
F 6.93403 -31.96900 -11.83415
F 6.04536 -30.03258 -11.66393
C 4.16649 -29.88680 -14.55947
C 3.65223 -28.76499 -15.53278
H 3.70311 -27.83096 -14.97323
H 4.28985 -28.62565 -16.40577
H 2.66308 -28.89991 -15.97038
H 3.59768 -29.94429 -13.63144
H 3.84836 -30.77496 -15.10542
H 6.22076 -31.74295 -14.37871
C 4.05369 -28.57529 -20.18937
O 5.11059 -28.24900 -19.21582
O 4.60370 -29.65465 -20.98184
C 2.69845 -28.91694 -19.41124
F 2.24341 -27.93005 -18.63158
F 1.75559 -29.21575 -20.28890
F 2.88841 -29.98109 -18.60401
C 5.08846 -26.94557 -18.74691
C 6.38987 -26.98452 -17.87341
H 7.36619 -26.99810 -18.35788
H 6.47394 -26.00962 -17.39320
H 6.26019 -27.73451 -17.09317
H 4.25547 -26.68664 -18.09333
H 5.21367 -26.10821 -19.43340
H 3.85997 -27.70455 -20.81577
C 2.56655 -28.97001 -9.75326
O 2.12970 -27.80564 -10.48551
O 2.60337 -28.43795 -8.47081
C 1.75170 -30.26260 -10.22076
F 0.58981 -29.94193 -10.78063
F 2.44207 -30.90800 -11.12641
F 1.46845 -31.11657 -9.22505
C 2.67968 -27.50960 -11.80577
C 1.79418 -26.40369 -12.37408
H 2.37774 -25.87154 -13.12533
H 0.89210 -26.81942 -12.82298
H 1.47967 -25.76906 -11.54556
H 2.57888 -28.46209 -12.32605
H 3.74074 -27.29724 -11.67479
H 3.62765 -29.07243 -9.98062
B 4.02445 -19.50124 -13.81170
F 4.96278 -20.12295 -13.04975
F 3.73046 -20.49244 -14.78958
F 2.97411 -19.16982 -13.07269
F 4.56205 -18.37926 -14.38549
B -2.62050 -23.78609 -18.62334
F -2.44231 -24.57225 -19.71107
F -1.35727 -23.31301 -18.27867
F -3.31872 -22.66519 -18.95120
F -3.14919 -24.44283 -17.50128
*
```

Output
LUMO energy (eV): 2.4657
Largest force on an atom (eV/Å): 5.46
Kohn-Sham gap (eV): 2.1
E_HOMO (eV): 0.36